No. 1
{"formula": "C4H4BiLiO5", "method": "ωB97M-V/def2-TZVPD", "homo_lumo_gap_ev": 7.6, "total_charge": 2, "lumo_energy_ev": -10.92, "homo_energy_ha": -0.6823, "largest_force_ev_per_a": 5.3, "e_above_lowest_kj_mol": 0.0, "elements": ["O", "C", "O", "O", "C", "C", "H", "H", "H", "H", "O", "O", "C", "Li", "Bi"], "coordinates": [[1.47446, 1.14283, 0.17969], [1.96296, 0.21408, 0.93757], [3.18527, 0.16271, 1.14452], [1.17864, -0.67130, 1.51281], [-0.26026, -0.47686, 1.70693], [-1.08442, -0.55946, 0.43575], [-0.39495, 0.49658, 2.20235], [-0.48625, -1.26451, 2.43903], [-2.10534, -0.23102, 0.69734], [-1.18419, -1.61082, 0.12254], [-2.63074, -0.55445, -4.01083], [-1.05790, 0.67835, -2.85419], [-1.80893, 0.11658, -3.55876], [3.39785, 1.69411, -0.06434], [-0.18621, 0.86318, -0.89040]], "nbo_charge": [-0.9222, 0.9589, -0.6384, -0.4608, -0.1134, -0.9378, 0.2076, 0.2772, 0.3052, 0.3047, -0.3152, -0.7016, 1.1066, 0.9750, 1.9540]}

***

No. 2
{"formula": "C4H4Br2N2O", "method": "ωB97M-V/def2-TZVPD", "homo_lumo_gap_ev": 8.9, "total_charge": 0, "lumo_energy_ev": 0.00, "homo_energy_ha": -0.3256, "largest_force_ev_per_a": 3.1, "e_above_lowest_kj_mol": 145.0, "elements": ["O", "C", "N", "C", "C", "Br", "H", "H", "C", "N", "Br", "H", "H"], "coordinates": [[0.19526, 3.20921, -2.87500], [0.38437, 2.59272, -1.93338], [0.76276, 1.98393, -0.97127], [0.54801, 1.34423, 0.19848], [-0.62268, 0.94481, 0.70424], [-0.90839, 0.31203, 2.48456], [1.48764, 1.04694, 0.61974], [-1.44488, 1.02997, 0.02197], [0.27474, -2.66547, 0.76611], [-0.53804, -1.76726, 0.32872], [-0.97413, -1.78970, -1.53839], [0.51114, -2.57170, 1.81204], [0.32420, -3.66971, 0.38216]], "nbo_charge": [-0.4909, 0.8828, -0.5542, -0.0450, -0.2761, 0.0704, 0.2048, 0.2156, -0.0842, -0.4305, 0.1284, 0.1978, 0.1812]}

***

No. 3
{"formula": "C4H4Br2N2O2", "method": "ωB97M-V/def2-TZVPD", "homo_lumo_gap_ev": [8.9, 7.0], "total_charge": 0, "lumo_energy_ev": [-0.50, -1.10], "homo_energy_ha": [-0.3448, -0.2993], "largest_force_ev_per_a": 3.0, "e_above_lowest_kj_mol": 444.6, "elements": ["C", "C", "C", "C", "N", "N", "O", "O", "Br", "Br", "H", "H", "H", "H"], "coordinates": [[-0.07068, -0.80466, -0.52530], [0.98617, -0.70389, 0.39664], [-0.92673, -2.05234, -0.42609], [-0.21811, 2.31210, 0.66474], [-0.41025, -0.02957, -1.45368], [2.01275, -0.37717, 0.84203], [2.90990, -0.01470, 1.53828], [-0.10045, 1.02474, -2.05435], [-1.70579, 3.49436, 1.00988], [1.02325, 2.55120, -0.56029], [-0.25917, -2.92844, -0.35567], [-1.38800, -1.99078, 0.62289], [-1.79436, -2.03446, -1.08753], [-0.05854, 1.55362, 1.38846]], "nbo_charge": [0.0424, 0.1047, -0.6169, -0.4933, 0.0799, 0.2395, -0.3721, -0.2725, 0.0845, 0.3135, 0.2307, 0.2182, 0.2449, 0.1964]}

***

No. 4
{"formula": "C4H4Br3O3", "method": "ωB97M-V/def2-TZVPD", "homo_lumo_gap_ev": 6.9, "total_charge": -1, "lumo_energy_ev": 2.89, "homo_energy_ha": -0.1484, "largest_force_ev_per_a": 4.0, "elements": ["C", "C", "C", "C", "O", "O", "O", "Br", "Br", "Br", "H", "H", "H", "H"], "coordinates": [[2.26281, -0.78711, 2.97431], [0.38597, -0.67720, -0.86433], [1.05298, 0.45224, -0.26819], [-2.21736, 0.80430, -1.01492], [1.34222, -1.38089, 2.68693], [3.19525, -0.13686, 3.20576], [1.87391, 0.43252, 0.59320], [-2.88683, -0.98597, -1.55141], [-3.34191, 1.40819, 0.47050], [-2.69593, 2.13487, -2.62495], [-0.66872, -0.28689, -0.99763], [0.39015, -1.48989, -0.13263], [0.59915, -1.04466, -1.86722], [0.70830, 1.55735, -0.60942]], "nbo_charge": [1.0389, -0.8054, 0.4764, -0.5373, -0.5020, -0.5379, -0.5958, -0.1178, -0.0763, -0.2202, 0.3074, 0.2235, 0.2463, 0.1002]}

***

No. 5
{"formula": "C4H4BrCl3", "method": "ωB97M-V/def2-TZVPD", "homo_lumo_gap_ev": [8.4, 7.7], "total_charge": 0, "lumo_energy_ev": [-0.35, -0.67], "homo_energy_ha": [-0.3219, -0.3075], "largest_force_ev_per_a": 4.1, "e_above_lowest_kj_mol": 176.9, "elements": ["C", "C", "C", "C", "Cl", "Cl", "Cl", "Br", "H", "H", "H", "H"], "coordinates": [[-1.28467, -1.03850, -0.64893], [0.76719, 0.06802, 0.30863], [0.15475, -0.46556, -0.98986], [0.34794, 1.35323, 0.91002], [1.44493, -1.08523, 1.35262], [-0.00111, 0.92260, -2.07282], [1.12375, -1.78681, -1.78227], [-1.28096, -2.62068, 0.26734], [-2.02829, -0.37746, -0.39556], [-0.12158, 2.03922, 0.19976], [1.20373, 1.87605, 1.13253], [-0.32568, 1.11514, 1.71853]], "nbo_charge": [-0.2749, 0.0101, -0.1621, -0.6975, 0.0704, 0.0174, -0.0083, 0.1386, 0.1928, 0.2443, 0.2398, 0.2294]}

***

No. 6
{"formula": "C4H4BrClS", "method": "ωB97M-V/def2-TZVPD", "homo_lumo_gap_ev": [6.7, 6.7], "total_charge": 0, "lumo_energy_ev": [-1.57, -1.57], "homo_energy_ha": [-0.3052, -0.3053], "largest_force_ev_per_a": 5.1, "e_above_lowest_kj_mol": 126.5, "elements": ["C", "C", "C", "C", "S", "Cl", "Br", "H", "H", "H", "H"], "coordinates": [[1.04433, 0.55774, 0.11396], [0.67898, 0.43375, 1.38839], [0.26719, -0.16217, -0.91755], [-0.80813, -0.84214, -0.16076], [-0.62582, -0.74456, 1.54262], [-1.75414, -2.08260, -0.82469], [-2.52344, 1.36891, -0.37536], [1.89748, 1.13033, -0.06200], [1.06319, 0.74673, 2.24598], [-0.02968, 0.61216, -1.58829], [0.79002, -1.01816, -1.36231]], "nbo_charge": [-0.1353, -0.3292, -0.5748, -0.0496, 0.5089, 0.1561, -0.6105, 0.2285, 0.2256, 0.3166, 0.2637]}

***

No. 7
{"formula": "C4H4BrClS", "method": "ωB97M-V/def2-TZVPD", "homo_lumo_gap_ev": 8.6, "total_charge": 0, "lumo_energy_ev": -0.31, "homo_energy_ha": -0.3279, "largest_force_ev_per_a": 2.3, "e_above_lowest_kj_mol": 252.7, "elements": ["S", "C", "C", "C", "C", "Cl", "H", "H", "H", "Br", "H"], "coordinates": [[2.23130, -1.77849, 2.16893], [1.21424, -0.57847, 1.95732], [-0.00222, -0.59771, 1.08518], [0.20685, 0.50435, 0.21757], [0.81632, 1.33047, -0.42321], [1.38519, 2.45426, -1.46042], [1.45694, 0.45177, 2.24248], [-0.94681, -0.67212, 1.56993], [-0.11123, -1.50831, 0.58048], [-3.31048, 0.83708, -4.29258], [-2.94009, -0.44285, -3.64568]], "nbo_charge": [0.0971, -0.2504, -0.5656, -0.0277, -0.0969, 0.1367, 0.1980, 0.2569, 0.2516, -0.2135, 0.2136]}

***

No. 8
{"formula": "C4H4BrNO2S", "method": "ωB97M-V/def2-TZVPD", "homo_lumo_gap_ev": [6.7, 7.0], "total_charge": 0, "lumo_energy_ev": [-2.19, -1.88], "homo_energy_ha": [-0.3251, -0.3273], "largest_force_ev_per_a": 2.1, "e_above_lowest_kj_mol": 513.6, "elements": ["C", "C", "C", "C", "N", "O", "O", "S", "Br", "H", "H", "H", "H"], "coordinates": [[2.79822, 0.39973, 0.52387], [0.31010, 0.06315, -0.31161], [2.89805, 1.76018, 0.03186], [-0.61257, -0.99098, 0.06524], [1.64904, 2.31587, -0.19982], [3.91707, 2.41596, -0.04579], [-0.87527, 2.45885, -0.33517], [0.15486, 1.67725, 0.33065], [3.98708, -0.84348, -0.04865], [-0.67079, -1.70692, -0.75808], [-1.61626, -0.64934, 0.33114], [-0.18248, -1.54968, 0.90334], [1.65194, 3.28959, -0.48281]], "nbo_charge": [-0.1512, -0.0495, 0.4679, -0.8012, -0.8383, -0.5572, -0.9311, 1.4213, 0.2266, 0.2607, 0.2333, 0.2840, 0.4348]}

***

No. 9
{"formula": "C4H4BrO2", "method": "ωB97M-V/def2-TZVPD", "homo_lumo_gap_ev": 7.5, "total_charge": -1, "lumo_energy_ev": 3.12, "homo_energy_ha": -0.1596, "largest_force_ev_per_a": 4.1, "e_above_lowest_kj_mol": 56.7, "elements": ["C", "C", "C", "Br", "C", "O", "O", "H", "H", "H", "H"], "coordinates": [[0.63922, 1.23123, -0.29319], [0.44272, -0.03061, -0.54731], [-0.66935, -0.95774, 0.41056], [-1.48671, -0.22309, 2.04786], [1.21522, -0.95255, -1.61808], [0.51679, -1.36263, -2.56665], [2.34118, -1.18331, -1.22740], [-0.09779, 1.84691, 0.29126], [1.50807, 1.67876, -0.64201], [0.07648, -1.70847, 0.69207], [-1.52910, -1.44961, -0.02651]], "nbo_charge": [-0.5022, -0.0188, -0.4564, -0.0935, 0.7472, -0.7559, -0.7337, 0.1835, 0.1983, 0.2188, 0.2128]}

***

No. 10
{"formula": "C4H4Cl12", "method": "ωB97M-V/def2-TZVPD", "homo_lumo_gap_ev": 11.2, "total_charge": 0, "lumo_energy_ev": 0.35, "homo_energy_ha": -0.3990, "largest_force_ev_per_a": 2.9, "e_above_lowest_kj_mol": 69.9, "elements": ["Cl", "C", "Cl", "Cl", "H", "Cl", "C", "Cl", "Cl", "H", "Cl", "C", "Cl", "Cl", "H", "Cl", "C", "Cl", "Cl", "H"], "coordinates": [[9.29435, 10.07945, 6.44231], [10.45103, 9.29597, 5.34846], [11.41215, 10.45120, 4.49559], [9.74161, 8.15857, 4.29423], [11.16163, 8.84230, 6.09077], [6.03664, 8.78922, 6.86574], [6.19717, 7.35146, 5.88371], [5.90969, 7.74370, 4.19361], [5.03879, 6.16281, 6.27595], [7.16267, 7.03444, 6.09822], [13.07209, 6.06010, 5.79042], [13.04455, 5.72437, 7.48388], [12.24974, 4.28386, 7.93010], [12.41849, 7.19289, 8.36923], [14.06066, 5.73931, 7.84100], [15.09534, 13.54757, 8.50167], [14.12198, 12.72666, 7.29335], [13.73236, 11.01110, 7.78307], [15.01738, 12.68952, 5.76181], [13.28488, 13.43576, 7.17704]], "nbo_charge": [0.0010, -0.3400, 0.0329, 0.0592, 0.2421, 0.0142, -0.2948, 0.0136, 0.0465, 0.2209, 0.0461, -0.3008, 0.0748, -0.0433, 0.2276, 0.0209, -0.2739, -0.0016, 0.0135, 0.2410]}

***

No. 11
{"formula": "C4H4Cl2", "method": "ωB97M-V/def2-TZVPD", "homo_lumo_gap_ev": 10.1, "total_charge": 0, "lumo_energy_ev": 0.74, "homo_energy_ha": -0.3454, "largest_force_ev_per_a": 5.4, "e_above_lowest_kj_mol": 259.8, "elements": ["C", "C", "Cl", "H", "C", "C", "Cl", "H", "H", "H"], "coordinates": [[-1.87218, -1.23953, 0.65408], [-1.56864, -1.07562, -0.53133], [-1.24596, -0.90230, -2.11360], [-2.00587, -1.82840, 1.47964], [1.57380, 0.34853, -0.09860], [0.73563, 1.38352, 0.06812], [-0.32141, 1.30052, 1.50247], [2.37302, 0.33633, -0.89717], [1.67926, -0.48481, 0.61188], [0.65236, 2.16175, -0.67549]], "nbo_charge": [-0.2440, -0.1319, 0.1403, 0.2302, -0.4085, -0.2050, -0.0296, 0.2117, 0.2148, 0.2221]}

***

No. 12
{"formula": "C4H4Cl2F2", "method": "ωB97M-V/def2-TZVPD", "homo_lumo_gap_ev": 10.6, "total_charge": 0, "lumo_energy_ev": 0.80, "homo_energy_ha": -0.3582, "largest_force_ev_per_a": 2.5, "e_above_lowest_kj_mol": 2.0, "elements": ["C", "C", "Cl", "C", "C", "F", "F", "Cl", "H", "H", "H", "H"], "coordinates": [[-1.63546, 1.59373, -0.23504], [-1.48796, 0.26468, -0.33243], [-2.73166, -0.81846, 0.10044], [-0.14053, -0.30544, -0.70807], [1.06345, 0.15616, 0.18875], [0.85622, -0.03955, 1.47621], [1.30252, 1.47283, -0.03998], [2.56987, -0.71723, -0.31499], [-0.79411, 2.20990, -0.29780], [-2.62132, 2.02905, -0.09382], [-0.13362, -1.35870, -0.65170], [0.07382, 0.07221, -1.71454]], "nbo_charge": [-0.3919, -0.0487, 0.0324, -0.5203, 0.7155, -0.3066, -0.3372, -0.0687, 0.2167, 0.2142, 0.2443, 0.2504]}